Formula: C52H45ClIrN6O2P
Source: the Open Molecules 2025 dataset
Level of theory: ωB97M-V with the def2-TZVPD basis set

Properties
Net charge   +3
Spin multiplicity   2
E_tot   -3392.6590 Eh
E_HOMO (spin up / spin down)   -15.78 / -15.78 eV
⟨S²⟩   0.7761

XYZ file:
```
108
Properties=species:S:1:pos:R:3:forces:R:3
Ir 1.064240 -0.612859 0.990912 -0.1 0.1 0.2
Cl 1.875907 -4.332130 0.071992 -0.1 0.1 0.0
P 1.273806 -0.934531 -1.411412 0.1 -0.1 0.1
O 0.913722 1.975381 -0.973255 -0.4 -0.2 -0.1
O -2.626398 0.210599 1.303515 0.0 0.3 -0.4
N -0.537582 0.806225 0.429247 0.0 0.0 0.3
N 2.815812 -1.865186 1.315777 -0.1 0.1 0.1
N -1.277086 2.536367 -0.848676 -0.1 -0.1 0.2
N -0.561288 -1.911508 1.238363 0.1 -0.1 -0.1
N 2.125499 1.308335 1.872363 0.1 -0.2 0.0
N 1.301396 -1.009292 3.289153 -0.2 0.0 0.0
C -5.893444 0.982747 -1.322674 0.1 0.0 0.1
C 4.591276 -0.023098 -3.706284 0.0 0.0 0.0
C -2.418942 -0.297374 -3.096575 0.0 0.0 0.0
C -2.467706 -2.469584 2.551728 0.0 -0.1 0.1
C -3.902201 2.900308 1.847627 0.2 -0.1 -0.1
C -1.406780 -0.718474 -2.246538 0.0 -0.2 0.1
C -4.760780 1.102269 -0.549833 0.0 -0.1 -0.1
C 2.333933 1.208755 3.207180 -0.1 -0.2 0.0
C -4.520603 3.898580 2.561621 0.0 0.0 0.0
C -3.632574 5.561388 1.028423 -0.1 0.0 0.1
C -2.144426 0.613938 -4.107421 0.0 0.0 0.0
C -0.191627 1.795291 -0.500858 0.2 0.1 -0.1
C -3.103525 3.222512 0.719439 -0.2 0.0 0.1
C 1.458166 -5.038105 -3.766374 0.0 0.0 0.0
C 1.712228 -2.431977 3.351808 -0.1 0.0 -0.2
C 3.890547 -3.496803 2.711144 0.1 -0.1 0.0
C -3.008122 4.573684 0.311470 0.1 0.0 -0.1
C 4.946744 -3.615014 1.819741 0.0 0.0 0.0
C 1.116411 -3.818512 -4.322804 0.0 0.0 0.0
C 0.095262 -0.850860 4.154839 -0.1 -0.2 -0.2
C -0.923286 -2.881865 0.378259 0.0 -0.1 0.1
C 3.429387 0.851805 -1.356338 0.0 0.0 0.2
C 2.858601 -2.630082 2.424875 -0.2 0.1 0.0
C -1.891427 0.915766 0.638870 -0.2 -0.2 -0.1
C 1.693300 -5.098318 -2.409006 0.0 0.0 0.0
C -2.809765 -3.488557 1.685584 0.0 0.0 0.0
C 0.152835 0.700595 -3.399308 0.1 -0.1 0.0
C 1.621036 -3.958817 -1.610778 0.1 -0.1 0.0
C -0.106777 -0.245952 -2.408667 0.1 0.0 0.0
C 2.426895 3.681301 2.104021 0.0 0.0 0.1
C -3.697350 1.936153 -0.979263 0.1 0.0 0.3
C 1.319982 -2.689210 -2.134292 -0.2 0.1 -0.2
C 3.860211 -1.965408 0.479366 0.0 0.3 -0.1
C -4.988592 2.572828 -2.919406 0.0 0.0 0.0
C 4.603292 1.431634 -1.802165 0.0 0.0 -0.1
C -1.364578 -1.665011 2.306797 0.2 0.0 0.0
C 1.043082 -2.696818 -3.520787 0.0 0.1 0.1
C -2.448827 2.142158 -0.131907 0.2 0.1 -0.3
C 2.201391 2.541721 1.350762 0.2 0.0 0.0
C -1.074600 -0.522881 3.258350 0.1 -0.2 0.1
C 3.421936 -0.615746 -3.249356 0.0 -0.1 0.0
C 4.925418 -2.819333 0.689455 0.1 0.0 0.0
C -0.860764 1.123527 -4.246340 0.0 0.0 0.0
C -2.029655 -3.679784 0.555519 0.0 0.0 0.0
C 2.584738 3.571323 3.471264 0.0 0.0 0.0
C -6.018477 1.719621 -2.500406 0.0 0.1 -0.1
C 5.184413 1.004429 -2.989077 0.0 0.0 0.0
C 2.427625 -0.177268 3.754891 0.0 0.1 0.0
C 2.810509 -0.172684 -2.074230 0.0 -0.2 0.1
C -3.849815 2.693849 -2.163853 -0.1 0.0 -0.1
C -4.396436 5.227636 2.155182 0.0 0.1 0.0
C 2.541722 2.300374 4.025294 0.1 0.0 0.0
H 5.065355 2.220647 -1.222891 0.0 0.0 0.0
H -2.926624 0.923462 -4.789066 0.0 0.0 0.0
H -3.676811 -4.107547 1.875945 0.0 0.0 0.0
H 0.897231 -3.733142 -5.378591 0.0 0.0 0.0
H 5.040520 -0.378022 -4.624453 0.0 0.0 0.0
H -3.057745 3.343770 -2.509609 0.0 0.0 0.0
H -5.092674 3.136020 -3.837283 0.0 0.0 0.0
H 1.526050 -5.932520 -4.370904 0.0 0.0 0.0
H -3.419245 -0.696858 -2.977775 0.0 0.0 0.0
H -1.967126 -0.330891 3.850577 0.0 -0.1 0.0
H -3.072957 -2.259465 3.423043 0.0 0.0 0.0
H -0.639344 1.838639 -5.028448 0.0 0.0 0.0
H 2.484415 4.637988 1.603341 0.0 0.0 0.0
H 5.767748 -4.291875 2.015445 0.0 0.0 0.0
H 2.755424 4.441622 4.091135 0.0 0.0 0.0
H -1.165662 3.291622 -1.500619 0.0 0.0 0.0
H 1.147979 1.108266 -3.515177 0.0 0.0 0.0
H 2.490599 -0.186820 4.844216 -0.1 0.1 0.0
H 0.754493 -1.782434 -4.006451 0.0 0.2 0.0
H 1.929661 -6.041722 -1.937206 0.0 0.0 0.0
H 1.972807 -2.712315 4.374546 0.0 0.0 0.0
H -6.921097 1.639454 -3.092755 0.0 0.0 0.0
H -2.255655 -4.444913 -0.173763 0.0 0.0 0.0
H -2.419580 4.838132 -0.556447 0.0 0.0 0.0
H 0.261453 -0.110705 4.935389 0.0 0.2 -0.2
H -3.985259 1.868493 2.154045 0.0 0.0 0.0
H 3.869889 -1.324834 -0.384541 -0.1 0.0 -0.1
H 2.087095 2.618314 0.282619 0.0 0.1 0.2
H -5.113207 3.658562 3.434125 0.0 0.0 0.0
H 3.864188 -4.065033 3.631994 0.0 0.0 0.0
H 3.003185 1.182428 -0.422697 0.1 -0.2 -0.2
H 5.727322 -2.837564 -0.035764 0.0 0.0 0.0
H -0.846540 0.382468 2.704175 0.1 0.0 0.2
H -3.544254 6.597393 0.730196 0.0 0.0 0.0
H 0.867980 -3.049384 3.039001 0.0 0.0 0.0
H 2.696147 2.146731 5.084881 0.0 0.0 0.0
H 6.099129 1.460413 -3.344423 0.0 0.0 0.0
H -6.695529 0.330648 -1.004693 0.0 0.0 0.0
H -0.095245 -1.799175 4.658019 0.1 0.0 0.1
H -1.647504 -1.439438 -1.472751 0.0 0.0 -0.1
H -4.661703 0.532014 0.359035 0.1 0.0 0.1
H 3.355305 -0.605196 3.378431 0.0 0.0 0.0
H 3.016718 -1.432791 -3.825515 -0.1 0.0 0.0
H -4.895410 6.010609 2.712212 0.0 0.0 0.0
H -0.289442 -3.023070 -0.477504 0.0 0.0 0.0
```
Forces are in eV/Å.

=====

Formula: C3H6N2O2
Source: the Open Molecules 2025 dataset
Level of theory: ωB97M-V with the def2-TZVPD basis set

Properties
Spin multiplicity   1
E_tot   -377.8327 Eh
SMILES   CC(=O)ON.C#N
E_HOMO   -10.35 eV

XYZ file:
```
13
Properties=species:S:1:pos:R:3:forces:R:3
O -0.172627 -0.245829 -1.059257 0.4 -0.7 -0.3
O -0.179375 1.728469 -1.992069 -0.1 -0.1 0.1
N 1.468040 -3.802204 -1.181045 -0.2 -0.6 0.4
N -0.342847 -0.979292 0.153828 -0.2 0.2 0.4
C -0.776849 1.650363 0.340759 -0.2 0.1 -0.1
C -0.370829 1.098151 -0.992649 0.0 0.3 0.2
C 1.768820 -2.828203 -1.688282 0.1 0.4 -0.3
H 0.065399 1.595473 1.027492 0.0 0.0 0.1
H -1.588597 1.058092 0.754219 0.0 0.0 0.1
H 0.588390 -1.124956 0.542699 -0.1 0.0 -0.3
H 2.035442 -1.917541 -2.160386 0.1 0.3 -0.2
H -1.075398 2.686907 0.218616 0.1 0.0 -0.1
H -0.689347 -1.890357 -0.141768 0.1 0.2 -0.1
```
Forces are in eV/Å.

=====

Formula: C4H8N
Source: the Open Molecules 2025 dataset
Level of theory: ωB97M-V with the def2-TZVPD basis set

Properties
Net charge   +1
Spin multiplicity   1
E_tot   -211.5803 Eh
SMILES   C=C1C[N@@H+]1C
E_HOMO   -15.70 eV

XYZ file:
```
13
Properties=species:S:1:pos:R:3:forces:R:3
N 0.582430 -0.363799 -0.464981 -1.8 1.4 0.7
C 1.358412 0.681538 0.136935 3.1 -0.2 0.2
C -0.199223 -1.422829 0.254766 -1.4 1.5 -0.3
C -1.885618 0.719045 -0.129263 1.2 -1.3 0.7
C -1.068091 -0.264937 0.030880 2.1 -1.7 -1.2
H 1.476014 0.436774 1.148817 -0.1 -0.2 1.7
H 2.413624 0.538861 -0.221086 -0.9 0.5 0.0
H -1.442645 1.594192 -0.420329 0.8 2.3 -1.4
H 1.105152 1.739874 0.105733 -0.7 -0.3 -0.8
H 0.907606 -0.604213 -1.402514 -0.8 -0.1 0.2
H -0.313824 -2.072021 -0.580141 -0.5 -1.7 0.3
H -2.849158 0.786810 0.241781 -1.8 -0.3 0.7
H -0.084676 -1.769298 1.299400 0.8 0.1 -0.9
```
Forces are in eV/Å.